# 1
{"formula": "C38H26Cl2N4O5V", "method": "ωB97M-V with the def2-TZVPD basis set", "total_charge": -1, "multiplicity": 3, "homo_lumo_gap_ev": [6.978, 7.064], "elements": ["V", "Cl", "Cl", "O", "O", "O", "O", "O", "N", "N", "N", "N", "C", "C", "C", "C", "C", "C", "C", "C", "C", "C", "C", "C", "C", "C", "C", "C", "C", "C", "C", "C", "C", "C", "C", "C", "C", "C", "C", "C", "C", "C", "C", "C", "C", "C", "C", "C", "C", "C", "H", "H", "H", "H", "H", "H", "H", "H", "H", "H", "H", "H", "H", "H", "H", "H", "H", "H", "H", "H", "H", "H", "H", "H", "H", "H"], "xyz": [[0.7091, 0.3741, 1.1542], [4.1679, -5.1530, 3.0917], [4.4426, -5.2426, -0.0729], [-0.9203, -1.6318, -0.2399], [2.4740, -1.4261, -2.2339], [-1.4168, 1.4058, -2.0660], [1.9044, -0.8521, 4.6736], [-0.3686, 0.8895, -0.1660], [2.0204, -0.6346, -0.1075], [2.5033, 1.9207, -1.3366], [-0.5726, 0.6150, 2.6280], [1.5007, -0.7739, 2.3887], [-2.5544, 1.2637, 3.7808], [2.9014, 3.7114, 2.8253], [2.5282, 3.1132, -1.9221], [-1.8209, 1.0843, 2.6230], [-3.8160, 0.2195, -0.5616], [-1.0825, 0.6185, -1.2056], [-1.0927, -2.4843, -5.2162], [2.1420, 4.8188, 2.4741], [3.6463, -3.9166, 0.7213], [2.8637, -2.8231, 2.7076], [3.5205, -3.8824, 2.0981], [1.2625, -0.4987, 3.6989], [-0.0250, 0.2683, 3.8114], [-1.9502, -1.4147, -4.9862], [-5.7466, -1.1427, -0.0942], [1.3259, 2.2164, 1.7111], [-0.6856, 0.4382, 5.0097], [0.9681, 4.6316, 1.7532], [2.4966, 2.4339, 2.4493], [2.4940, -1.8001, 0.5261], [-2.1062, -0.9037, -3.7091], [1.8496, 2.2142, -4.0212], [2.2100, 3.3130, -3.2566], [-0.5448, -2.5190, -2.8734], [2.2160, -0.5051, -1.4568], [-5.0033, -2.2814, -0.3832], [3.1434, -2.8863, -0.0653], [-1.9719, 0.9539, 5.0005], [-0.3902, -3.0310, -4.1559], [-3.0690, -0.9147, -0.8494], [2.1611, 0.8732, -2.0744], [2.3173, -1.8106, 1.9343], [-1.5934, -0.8710, -1.2378], [-1.4021, -1.4525, -2.6360], [0.5690, 3.3516, 1.3863], [1.8417, 0.9673, -3.4255], [-3.6768, -2.1650, -0.7622], [-5.1497, 0.1045, -0.1839], [1.5846, 0.0650, -3.9640], [0.3632, 5.4900, 1.4748], [-0.3411, 3.2397, 0.8052], [-3.0898, -3.0486, -0.9847], [-2.5047, -0.9779, -5.8085], [2.2387, 4.3075, -3.6843], [0.2895, -3.8586, -4.3181], [-0.0149, -1.7937, -0.5425], [-0.1838, 0.1463, 5.9217], [2.8162, 3.9448, -1.2864], [-2.5200, 1.0946, 5.9228], [3.8108, 3.8430, 3.4033], [-3.3677, 1.2022, -0.6468], [1.5762, 2.3308, -5.0630], [3.2673, -2.9271, -1.1310], [-3.5656, 1.6417, 3.7249], [-2.2329, 1.3328, 1.6544], [-5.4592, -3.2613, -0.3118], [-2.7691, -0.0684, -3.5343], [2.7767, -2.7864, 3.7814], [2.4683, 5.8166, 2.7454], [3.1169, 1.5884, 2.7317], [-5.7240, 0.9941, 0.0446], [-6.7864, -1.2306, 0.1971], [-0.9836, -2.8931, -6.2130], [0.0141, -2.9752, -2.0670]], "atomic_forces_ev_per_a": [[2.06, 0.67, -1.17], [0.00, -0.01, 0.07], [0.02, -0.02, -0.02], [-0.06, -0.09, -0.14], [-0.10, 0.04, -0.13], [0.06, 0.06, -0.01], [-0.15, 0.07, 0.22], [-2.41, 0.86, -2.45], [0.29, -0.28, -0.80], [-0.04, 0.01, 0.16], [-1.49, -0.02, 1.71], [0.67, -1.42, 1.87], [-0.03, 0.00, 0.23], [0.01, -0.01, 0.07], [0.01, 0.02, 0.04], [0.14, 0.16, -0.16], [-0.01, 0.03, 0.01], [-0.13, -0.35, 0.14], [0.00, -0.03, 0.05], [0.01, -0.02, -0.05], [-0.04, 0.08, 0.12], [-0.13, 0.15, 0.05], [0.08, -0.06, -0.15], [0.29, -0.35, -0.24], [-0.43, -0.04, -0.08], [-0.04, 0.03, 0.00], [0.00, 0.01, 0.00], [0.45, 0.68, 0.25], [0.13, 0.04, 0.15], [0.01, 0.01, 0.01], [-0.07, 0.07, -0.05], [0.20, -0.08, -0.01], [0.01, -0.05, -0.02], [0.00, -0.04, 0.02], [-0.02, 0.05, -0.01], [-0.04, 0.02, 0.07], [0.11, -0.34, 0.33], [0.03, 0.00, -0.02], [0.03, 0.02, 0.19], [-0.03, 0.03, -0.17], [0.03, -0.02, -0.06], [-0.01, 0.03, 0.03], [-0.05, 0.06, 0.11], [0.28, -0.17, -0.25], [0.22, 0.25, 0.11], [0.02, 0.03, -0.04], [0.12, 0.06, 0.01], [-0.16, -0.06, -0.03], [0.01, -0.03, 0.05], [-0.04, -0.06, 0.02], [-0.01, 0.04, -0.01], [0.02, -0.04, -0.01], [0.00, -0.01, 0.00], [-0.03, 0.02, 0.01], [0.01, 0.00, 0.02], [-0.01, -0.01, 0.04], [-0.01, 0.02, 0.01], [0.08, 0.08, 0.08], [0.03, -0.03, -0.02], [-0.03, 0.00, -0.01], [0.01, -0.01, 0.02], [0.00, -0.02, -0.05], [-0.01, -0.03, -0.01], [0.02, -0.02, 0.01], [0.01, -0.03, -0.02], [0.00, 0.01, -0.04], [0.04, -0.01, -0.05], [0.00, 0.01, -0.01], [0.00, 0.00, 0.00], [-0.04, -0.02, 0.02], [-0.03, -0.02, 0.04], [0.03, 0.02, 0.00], [0.02, 0.02, -0.03], [0.02, 0.00, 0.01], [0.03, 0.02, 0.00], [0.02, 0.00, -0.03]], "lowdin_charge": [0.8940, 0.6269, 0.6305, 0.0106, 0.0171, 0.0852, 0.0687, -0.1362, 0.0270, 0.1447, 0.0078, -0.0265, -0.0429, -0.1119, -0.1299, -0.0695, -0.0236, -0.5237, -0.1011, -0.1285, -0.6868, -0.0381, -0.6936, -0.4427, -0.1498, -0.0810, -0.1021, -0.2125, 0.0135, -0.1158, -0.1084, -0.1888, -0.0197, -0.0655, -0.0709, -0.0212, -0.4294, -0.0796, -0.0408, -0.0511, -0.0763, -0.1302, -0.2048, -0.1795, -0.3075, -0.1318, -0.1235, -0.0061, -0.0112, -0.0828, 0.1142, 0.0899, 0.0886, 0.1255, 0.0975, 0.0943, 0.1040, 0.0684, 0.1207, 0.1055, 0.1050, 0.0912, 0.1125, 0.1021, 0.0871, 0.1047, 0.1120, 0.0988, 0.1167, 0.0987, 0.0860, 0.0945, 0.0983, 0.0948, 0.0942, 0.1141]}

# 2
{"formula": "C22H26FN4O5PtSSi", "method": "ωB97M-V with the def2-TZVPD basis set", "total_charge": -1, "homo_lumo_gap_ev": 5.984, "elements": ["Pt", "S", "Si", "F", "O", "O", "O", "O", "O", "N", "N", "N", "N", "C", "C", "C", "C", "C", "C", "C", "C", "C", "C", "C", "C", "C", "C", "C", "C", "C", "C", "C", "C", "C", "C", "H", "H", "H", "H", "H", "H", "H", "H", "H", "H", "H", "H", "H", "H", "H", "H", "H", "H", "H", "H", "H", "H", "H", "H", "H", "H"], "xyz": [[2.3074, 0.0853, -2.3166], [4.3474, -0.0159, -3.6721], [2.3626, -0.8167, 0.6014], [2.1856, 2.7851, -2.1328], [4.3877, -0.3180, -2.1764], [3.0379, -0.6788, -4.1033], [4.2018, 1.4228, -3.8228], [-4.1659, -3.5646, -2.3741], [5.4818, -0.5858, -4.3565], [0.2929, 0.0944, -2.8214], [-2.3286, -2.3259, -1.9440], [-4.4044, -1.9308, -0.8542], [2.1350, 0.6167, -0.3675], [-3.1473, 0.1937, 4.2802], [2.4191, 4.5902, 0.9761], [-1.6745, -1.0776, -2.0129], [-0.4216, -1.0525, -2.5952], [-1.5916, 1.3082, -1.9565], [-3.4715, -0.3893, 2.9373], [2.2539, 1.8833, 0.0788], [2.4136, -2.3538, -0.5204], [2.3380, 4.3007, -0.3758], [0.8122, -0.9576, 1.7212], [2.4123, 3.5352, 1.8745], [-2.8297, -1.6982, 1.0090], [-4.9855, -0.6516, 1.0834], [-4.0496, -1.4288, 0.4000], [2.3400, 2.2275, 1.4449], [-2.5574, -1.1882, 2.2640], [-2.2755, 0.1302, -1.6265], [-3.6480, -2.6461, -1.7601], [-0.3690, 1.2656, -2.5631], [2.2623, 2.9928, -0.7953], [-4.6928, -0.1309, 2.3276], [3.9777, -0.8373, 1.6336], [-0.0687, -0.7876, 1.1119], [-5.9438, -0.4567, 0.6219], [2.6096, -3.2560, 0.0521], [4.0838, -1.7621, 2.1941], [-2.9895, 1.2687, 4.1894], [1.4849, -2.4998, -1.0623], [0.7960, -0.2264, 2.5209], [-2.2416, -0.2513, 4.6846], [0.7359, -1.9417, 2.1696], [2.4857, 5.6130, 1.3164], [2.3372, 5.0821, -1.1196], [3.2132, -2.2373, -1.2472], [4.0635, -0.0168, 2.3387], [2.3438, 1.4339, 2.1725], [-3.2550, 0.1710, -1.1921], [0.0253, -1.9594, -2.9859], [-3.9635, 0.0318, 4.9838], [-2.0964, -2.3124, 0.5114], [-5.3942, -2.1153, -0.9625], [2.4565, 3.7413, 2.9348], [-1.8789, -3.0305, -2.5175], [-1.6084, -1.4122, 2.7248], [-2.0652, 2.2604, -1.7708], [-5.4256, 0.4893, 2.8266], [4.8146, -0.7639, 0.9458], [0.1224, 2.1554, -2.9239]], "atomic_forces_ev_per_a": [[0.16, -1.46, -0.44], [2.02, 0.97, -1.65], [-0.18, -0.14, 0.12], [-0.07, 0.34, 0.09], [-1.02, 0.03, 0.62], [-0.51, -0.01, 0.16], [0.31, 0.08, -0.38], [0.23, 0.09, -0.10], [-0.25, -0.29, 0.20], [-2.06, 0.21, 1.67], [0.75, -0.24, -0.18], [-0.29, 0.16, -0.39], [-0.18, -0.94, 0.03], [-0.03, 0.05, -0.04], [-0.04, 0.07, 0.18], [-1.09, 0.60, 0.11], [1.16, 1.12, -0.55], [-1.08, -0.58, 0.26], [0.05, -0.05, 0.06], [-0.10, 0.57, -0.10], [0.08, 0.41, 0.48], [0.01, -0.19, -0.05], [0.71, -0.08, -0.27], [0.03, 0.26, 0.12], [-0.10, -0.06, -0.15], [0.09, -0.05, -0.22], [0.22, 0.13, 0.66], [-0.05, -0.03, -0.20], [-0.19, 0.15, 0.14], [1.13, 0.19, -0.68], [-0.77, -0.40, 0.06], [1.12, -0.89, -0.70], [0.00, 0.23, 0.09], [0.03, -0.08, -0.05], [-0.63, 0.13, -0.37], [-0.15, 0.04, -0.23], [-0.09, 0.07, -0.06], [0.03, -0.21, 0.30], [-0.07, -0.24, 0.05], [0.05, 0.06, 0.10], [-0.19, 0.01, -0.07], [0.03, 0.23, 0.19], [0.05, 0.02, 0.07], [-0.03, -0.35, 0.15], [-0.01, 0.06, 0.03], [0.03, 0.06, -0.14], [0.10, -0.04, -0.08], [-0.05, 0.17, 0.09], [-0.03, -0.12, 0.14], [-0.11, 0.01, 0.10], [0.24, -0.03, 0.32], [0.00, 0.01, 0.07], [0.08, -0.06, -0.03], [0.27, -0.14, -0.10], [0.05, -0.02, 0.12], [-0.18, 0.03, 0.10], [0.10, -0.01, 0.03], [0.06, 0.09, 0.06], [-0.05, 0.02, 0.06], [0.15, 0.00, -0.19], [0.24, 0.05, 0.36]], "lowdin_charge": [1.1069, 0.2230, 0.4530, -0.0063, -0.4474, -0.4780, -0.3801, 0.0626, -0.3302, -0.0735, 0.1363, 0.1265, -0.2193, -0.0518, -0.1343, -0.2039, -0.0535, -0.0330, -0.2794, -0.3084, -0.1919, -0.0390, -0.1763, -0.1250, -0.0187, -0.0309, -0.2778, -0.0583, -0.0355, 0.0277, -0.5254, -0.1108, -0.2262, -0.0484, -0.1587, 0.0023, 0.1096, 0.0217, 0.0173, 0.0833, -0.0054, 0.0169, 0.0751, 0.0224, 0.0845, 0.1096, 0.0084, 0.0088, 0.0684, 0.0982, 0.1263, 0.0763, 0.1129, 0.1521, 0.0909, 0.1526, 0.0912, 0.1108, 0.1123, 0.0284, 0.1114]}